Below is 2 unconnected molecules or ions with the total composition C2H6NO2, with properties calculated with wB97M-V/def2-TZVPD.

```
! wB97M-V def2-TZVPD RIJCOSX def2/J DEFGRID3
* xyz -1 1
C -0.256 -1.797 0.299
O -1.261 -0.844 0.398
H 0.527 -1.465 -0.393
H 0.205 -2.018 1.271
H -0.660 -2.732 -0.108
C 0.628 1.762 0.049
N -0.215 1.269 -0.836
O 1.482 2.669 -0.078
H 0.574 1.297 1.054
H -0.926 0.050 0.035
H -0.098 1.809 -1.690
*
```

Computed properties:
Energy relative to the best compared isomer or geometry (same formula, charge and spin) ... 109.5 kJ/mol
E_LUMO ... 4.27 eV
Frontier orbital gap ... 8.1 eV
Electronic energy ... -7757.1316 eV

Here are the Löwdin charges for atoms 1 to 2, given in e: -0.2501 -0.2074

Below is a single C4H10O2 molecule, with properties calculated with wB97M-V/def2-TZVPD.

```
! wB97M-V def2-TZVPD RIJCOSX def2/J DEFGRID3
* xyz 0 1
C 2.978 -0.135 -0.004
O 1.738 0.497 -0.192
C 0.672 -0.246 0.353
C -0.644 0.499 0.090
O -1.594 -0.433 -0.382
C -2.945 -0.041 -0.451
H 3.737 0.475 -0.500
H 3.234 -0.223 1.065
H 2.990 -1.145 -0.444
H 0.611 -1.240 -0.120
H 0.839 -0.404 1.432
H -1.015 0.980 1.005
H -0.445 1.279 -0.661
H -3.585 -0.301 0.437
H -3.207 0.999 -0.309
H -3.366 -0.560 -1.318
*
```

Computed properties:
Energy relative to the best compared isomer or geometry (same formula, charge and spin) ... 208.5 kJ/mol
E_LUMO ... 1.09 eV
Structure (SMILES) ... COCCOC
Frontier orbital gap ... 10.7 eV
Electronic energy ... -8403.3865 eV

Here are the Löwdin charges for atoms 1 to 2, given in e: -0.1242 -0.1932

Below is 2 unconnected molecules or ions with the total composition C9H14, with properties calculated with wB97M-V/def2-TZVPD.

```
! wB97M-V def2-TZVPD RIJCOSX def2/J DEFGRID3
* xyz 0 1
C 1.198 -1.278 1.995
C 0.724 -1.372 0.661
C 0.597 -2.680 0.009
C 0.362 -2.842 -1.343
C 0.361 -1.717 -2.197
C 0.459 -0.530 -1.638
C 0.467 -0.295 -0.160
H 2.125 -1.801 2.213
H 0.539 -1.657 2.768
H 1.405 -0.279 2.463
H 0.756 -3.636 0.671
H 0.244 -3.724 -2.038
H 0.420 -1.719 -3.280
H 0.492 0.399 -2.195
H 0.482 0.696 0.388
C -1.015 2.705 0.905
C -1.660 2.787 -0.426
H -0.756 1.786 1.164
H -0.158 3.481 0.908
H -1.535 3.123 1.755
H -2.447 3.621 -0.686
H -2.088 1.824 -0.738
H -0.971 3.108 -1.200
*
```

Computed properties:
Energy relative to the best compared isomer or geometry (same formula, charge and spin) ... 221.4 kJ/mol
E_LUMO ... 0.98 eV
Structure (SMILES) ... Cc1ccccc1.CC
Frontier orbital gap ... 10.1 eV
Electronic energy ... -9557.8864 eV

Here are the Löwdin charges for atoms 1 to 2, given in e: -0.0971 -0.3206

Below is a molecular structure, C21H18IrN4O2S2, with properties calculated with wB97M-V/def2-TZVPD.

```
! wB97M-V def2-TZVPD RIJCOSX def2/J DEFGRID3
* xyz 1 1
Ir 0.329 1.170 -0.097
S -3.909 1.279 -1.451
C -2.958 0.931 -2.866
C -3.390 0.699 -4.170
C -2.432 0.455 -5.131
C -1.067 0.449 -4.811
C -0.638 0.681 -3.522
C -1.601 0.916 -2.544
N -1.372 1.173 -1.194
C -2.483 1.368 -0.524
C -2.326 1.582 0.911
C -3.347 1.830 1.814
C -3.041 1.945 3.163
C -1.731 1.803 3.595
C -0.697 1.554 2.693
C -0.993 1.464 1.343
H -4.442 0.715 -4.423
H -2.740 0.274 -6.152
H -0.339 0.269 -5.591
H 0.416 0.698 -3.272
H -4.369 1.931 1.469
H -3.828 2.135 3.880
H -1.501 1.882 4.650
H 0.316 1.441 3.054
O 0.320 -0.777 -0.235
S 1.698 -1.572 -0.170
C 1.549 -2.635 -1.620
C 0.636 -3.780 -1.201
C 1.141 -4.187 0.181
C 1.290 -2.898 0.993
H 2.562 -2.973 -1.846
H 1.181 -2.013 -2.436
H 0.666 -4.599 -1.918
H -0.394 -3.422 -1.140
H 2.111 -4.681 0.093
H 0.463 -4.876 0.682
H 2.078 -2.914 1.742
H 0.354 -2.572 1.448
N 2.449 2.949 2.113
C 2.700 1.644 1.867
O 2.060 1.045 0.911
C 3.633 0.943 2.618
C 3.802 -0.444 2.381
N 3.895 -1.574 2.175
C 4.339 1.608 3.656
N 4.845 2.184 4.515
H 2.965 3.441 2.824
H 1.801 3.460 1.545
*
```

Computed properties:
Energy relative to the best compared isomer or geometry (same formula, charge and spin) ... 13.0 kJ/mol
E_LUMO (spin up / spin down) ... -4.88 / -4.88 eV
Frontier orbital gap (spin up / spin down) ... 5.9 / 5.9 eV
Electronic energy ... -56626.8332 eV

Here are the Löwdin charges for atoms 1 to 2, given in e: 1.3602 1.1919

Below is a molecular structure, C35H26F5NO6P2TcTe, with properties calculated with wB97M-V/def2-TZVPD.

```
! wB97M-V def2-TZVPD RIJCOSX def2/J DEFGRID3
* xyz 0 4
Tc -0.857 -0.114 0.492
C 2.000 -0.957 -0.791
P 0.724 -1.939 0.132
C 1.776 -2.489 1.511
C 1.510 -2.088 2.815
C 2.376 -2.428 3.841
C 3.512 -3.173 3.576
C 3.784 -3.573 2.276
C 2.926 -3.234 1.247
C 0.124 -3.442 -0.701
C 0.487 -4.742 -0.362
C -0.156 -5.819 -0.943
C -1.209 -5.618 -1.821
C -1.626 -4.333 -2.128
C -0.950 -3.257 -1.581
C 2.097 0.294 0.026
C 3.111 1.194 0.261
C 2.588 2.191 1.125
C 1.282 1.849 1.382
C 0.238 2.455 2.264
P -1.404 1.982 1.552
C -1.976 3.449 0.655
C -2.379 4.576 1.366
C -2.821 5.692 0.682
C -2.879 5.683 -0.703
C -2.462 4.567 -1.411
C -2.007 3.447 -0.735
C -2.589 1.725 2.895
C -3.935 1.685 2.527
C -4.891 1.235 3.419
C -4.510 0.806 4.682
C -3.177 0.865 5.060
C -2.216 1.313 4.171
N 0.978 0.701 0.708
H 1.644 -0.746 -1.806
H 2.956 -1.478 -0.858
H 0.626 -1.506 3.028
H 2.156 -2.109 4.848
H 4.189 -3.435 4.376
H 4.674 -4.145 2.061
H 3.150 -3.547 0.236
H 1.261 -4.913 0.368
H 0.164 -6.819 -0.698
H -1.720 -6.461 -2.257
H -2.459 -4.161 -2.793
H -2.152 -1.888 -2.319
H 4.106 1.158 -0.137
H 3.108 3.050 1.502
H 0.334 3.540 2.331
H 0.310 2.023 3.269
H -2.356 4.572 2.448
H -3.125 6.567 1.234
H -3.249 6.551 -1.227
H -2.507 4.564 -2.489
H -1.678 2.578 -1.285
H -4.222 1.987 1.529
H -5.930 1.203 3.126
H -5.248 0.415 5.366
H -2.876 0.532 6.042
H -1.177 1.305 4.469
O -5.190 -2.965 3.879
C -4.307 -2.519 3.191
C -4.372 -2.285 1.683
O -5.240 -2.666 0.929
C -3.142 -1.541 1.371
C -2.318 -1.434 2.519
O -1.211 -0.803 2.381
C -2.941 -2.057 3.685
O -2.494 -2.191 4.805
O -2.733 -0.987 0.307
F 1.090 -2.481 -3.332
Te -0.125 -0.834 -3.484
F -0.759 0.479 -1.403
F -1.092 -2.271 -4.350
F 0.292 -0.494 -5.385
F -1.987 -0.147 -3.749
O -1.302 -1.959 -1.846
*
```

Computed properties:
Energy relative to the best compared isomer or geometry (same formula, charge and spin) ... 194.4 kJ/mol
E_LUMO (spin up / spin down) ... -0.55 / -2.44 eV
Frontier orbital gap (spin up / spin down) ... 7.8 / 5.9 eV
Electronic energy ... -92150.4178 eV

Here are the Löwdin charges for atoms 1 to 2, given in e: 1.4161 -0.2412

- Which of these has the lowest energy relative to the best compared isomer or geometry (same formula, charge and spin)?
  C21H18IrN4O2S2

- Which of these has the highest electronic energy?
  C2H6NO2

- Which of these has the lowest electronic energy?
  C35H26F5NO6P2TcTe